(1)
C6H6IrN4S3Sb | wB97M-V/def2-TZVPD

Properties
LUMO energy (alpha / beta): -4.56 / -5.29 eV
Net charge: +1
Electronic energy: -54158.370 eV
HOMO-LUMO gap (alpha / beta): 6.83 / 6.17 eV
Multiplicity: 2
HOMO (alpha / beta): -11.38 / -11.46 eV

Each line ends with the Mulliken charge.
Cartesian coordinates (Å):
Ir (-1.422, -1.086, 0.627)  1.19
S (-3.445, -0.879, 1.672)  -0.35
Sb (-3.437, -3.079, 0.661)  0.52
S (-1.155, -3.195, 1.454)  -0.38
S (-2.434, -1.892, -1.231)  -0.39
N (0.669, 2.472, 0.224)  -0.08
C (-0.394, 3.095, 0.848)  -0.56
C (-1.318, 2.130, 1.090)  -0.26
N (-0.828, 0.933, 0.621)  -0.31
C (0.374, 1.171, 0.103)  0.42
C (1.076, 0.040, -0.451)  0.25
N (0.472, -1.131, -0.345)  -0.09
C (1.264, -2.059, -0.962)  -0.25
C (2.380, -1.431, -1.426)  -0.67
N (2.241, -0.100, -1.110)  -0.06
H (1.514, 2.930, -0.075)  0.18
H (-0.393, 4.149, 1.057)  0.41
H (-2.286, 2.206, 1.552)  0.42
H (0.981, -3.095, -1.013)  0.44
H (3.240, -1.801, -1.953)  0.41
H (2.900, 0.623, -1.344)  0.17



(2)
C6H6LiMnO2 | wB97M-V/def2-TZVPD

Properties
LUMO energy (alpha / beta): -8.55 / -8.58 eV
Net charge: +2
Electronic energy: -41919.280 eV
HOMO-LUMO gap (alpha / beta): 6.28 / 8.84 eV
Multiplicity: 7
HOMO (alpha / beta): -14.84 / -17.42 eV

Each line ends with the Mulliken charge.
Cartesian coordinates (Å):
C (-1.460, 1.866, 0.279)  -0.89
C (-1.073, 0.798, -0.421)  -0.45
C (-0.922, -0.625, 0.073)  0.81
H (-1.590, 2.824, -0.226)  0.31
H (-1.692, 1.834, 1.347)  0.30
H (-0.885, 0.868, -1.496)  0.37
H (-1.846, -1.174, -0.193)  0.33
C (-0.836, -0.776, 1.506)  0.21
O (-0.846, -0.948, 2.614)  -0.03
O (2.098, 0.073, -0.209)  -0.66
C (1.560, -1.076, -0.524)  0.35
C (0.276, -1.486, -0.485)  -0.72
Li (1.499, 1.367, 1.010)  0.82
Mn (3.671, 0.692, -1.213)  0.62
H (1.993, -1.710, -1.355)  0.25
H (0.053, -2.527, -0.708)  0.40



(3)
C6H6N | wB97M-V/def2-TZVPD

Properties
LUMO energy (alpha / beta): -5.81 / -5.81 eV
Net charge: +1
Electronic energy: -7794.673 eV
HOMO-LUMO gap (alpha / beta): 7.97 / 7.97 eV
Multiplicity: 1
HOMO (alpha / beta): -13.77 / -13.77 eV

Each line ends with the Mulliken charge.
Cartesian coordinates (Å):
C (-0.780, 1.899, 0.494)  -0.37
C (-0.862, 0.209, -0.119)  0.00
C (0.657, 2.033, 0.654)  -0.27
C (-1.950, -2.189, -0.775)  -0.50
C (0.479, -0.165, 0.078)  -0.01
C (-1.526, -1.036, -0.550)  0.34
N (1.300, 0.758, 0.482)  0.00
H (0.899, 2.741, -0.220)  0.32
H (0.987, 2.662, 1.492)  0.41
H (-2.012, -2.777, 0.089)  0.30
H (-2.597, -2.636, -1.604)  0.30
H (0.912, -1.294, -0.117)  0.30
H (2.237, 0.622, 0.652)  0.17



(4)
C6H6N | wB97M-V/def2-TZVPD

Properties
LUMO energy: -6.85 eV
Net charge: +1
Electronic energy: -7795.997 eV
HOMO-LUMO gap: 8.43 eV
Multiplicity: 1
HOMO: -15.28 eV

Each line ends with the Mulliken charge.
Cartesian coordinates (Å):
C (1.596, -0.982, 0.416)  -0.25
C (2.525, 1.309, -0.044)  0.07
C (-0.279, 1.699, 0.188)  -0.70
C (-0.580, -0.576, -1.130)  -0.32
C (0.270, -0.960, 0.219)  -0.36
C (-0.308, 0.435, -0.195)  0.46
N (2.230, 0.165, 0.021)  -0.09
H (2.024, -1.676, 1.036)  0.45
H (0.352, 2.171, 0.805)  0.46
H (-0.784, 2.499, -0.392)  0.26
H (-0.062, -0.512, -2.075)  0.28
H (-1.411, -1.240, -1.048)  0.28
H (-0.145, -1.840, 0.563)  0.46



Energy relative to the best compared isomer or geometry (same formula, charge and spin): 0.073 0.337 5.070 3.746 (eV)
F_max: 0.0050 0.0743 0.1403 0.0847 (hartree/bohr)